Formula: C40H27GeMnN7S2
Source: the Open Molecules 2025 dataset
Level of theory: ωB97M-V/def2-TZVPD

Geometry (Å):
Mn 0.813 0.645 -1.240
C 4.620 -0.983 -0.114
C 5.271 0.116 0.444
C 4.518 1.176 0.876
C 3.117 1.168 0.718
N 2.503 0.139 0.073
C 3.257 -0.916 -0.274
N 2.438 2.201 1.292
C 1.202 2.496 1.062
N 0.420 2.079 0.009
C -0.821 2.654 0.159
N -1.830 2.615 -0.653
C -1.753 2.150 -1.930
C -2.903 2.334 -2.730
C -2.861 2.082 -4.074
C -1.648 1.675 -4.634
C -0.586 1.454 -3.792
N -0.626 1.618 -2.459
C -0.838 3.478 1.365
C -1.838 4.211 1.980
C -1.515 4.909 3.132
C -0.215 4.892 3.640
C 0.783 4.153 3.028
C 0.450 3.434 1.892
H 5.161 -1.863 -0.430
H 6.349 0.123 0.545
H 4.952 2.047 1.346
H 2.724 -1.746 -0.717
H -3.789 2.704 -2.232
H -3.736 2.215 -4.697
H -1.540 1.522 -5.698
H 0.361 1.132 -4.203
H -2.838 4.220 1.566
H -2.276 5.474 3.656
H 0.006 5.456 4.538
H 1.793 4.126 3.416
S 2.644 1.595 -2.593
C 3.084 0.228 -3.565
C 4.278 0.347 -4.334
N 5.251 0.449 -4.942
C 2.350 -0.918 -3.616
S 0.879 -1.133 -2.696
C 2.744 -2.029 -4.410
N 3.059 -2.953 -5.022
C -1.535 0.530 4.470
C -2.576 0.307 3.582
C -2.313 -0.149 2.297
C -1.007 -0.389 1.876
C 0.027 -0.168 2.787
C -0.229 0.286 4.072
Ge -0.544 -1.023 0.046
C 0.423 -2.726 0.510
C 0.841 -3.619 -0.481
C 1.501 -4.799 -0.164
C 1.748 -5.125 1.161
C 1.318 -4.267 2.161
C 0.665 -3.084 1.837
C -2.299 -1.760 -0.572
C -3.306 -0.920 -1.047
C -4.551 -1.418 -1.404
C -4.818 -2.774 -1.283
C -3.829 -3.623 -0.807
C -2.583 -3.121 -0.459
H -1.736 0.903 5.468
H -3.596 0.498 3.895
H -3.134 -0.332 1.612
H 1.050 -0.376 2.488
H 0.591 0.469 4.757
H 0.646 -3.393 -1.518
H 1.823 -5.459 -0.961
H 2.261 -6.045 1.413
H 1.493 -4.517 3.201
H 0.331 -2.435 2.636
H -3.118 0.140 -1.128
H -5.315 -0.745 -1.777
H -5.790 -3.166 -1.556
H -4.031 -4.683 -0.704
H -1.818 -3.795 -0.091

## Properties
E_LUMO (alpha / beta): 1.37 / 1.31 eV
Multiplicity: 5
Charge: -1
Expectation value of S²: 6.20
Orbital gap (alpha / beta): 6.0 / 6.0 eV

Formula: C40H29N3OP2RhS4Te
Source: the Open Molecules 2025 dataset
Level of theory: ωB97M-V/def2-TZVPD

Geometry (Å):
Rh -0.505 -0.830 -1.829
S -2.401 -2.447 -1.962
C -3.725 -1.407 -1.602
C -4.917 -1.983 -1.157
C -6.045 -1.213 -0.912
C -7.234 -1.821 -0.469
N -8.201 -2.329 -0.114
C -6.000 0.186 -1.131
C -4.815 0.765 -1.563
C -3.669 0.002 -1.775
S -2.222 0.827 -2.233
C -7.133 0.987 -0.898
N -8.043 1.662 -0.705
H -4.951 -3.053 -1.001
H -4.768 1.832 -1.730
Te 1.953 -1.444 2.380
C 3.273 0.200 2.896
C 2.804 1.249 3.680
C 3.682 2.265 4.026
N 4.948 2.305 3.644
C 5.384 1.314 2.885
C 4.602 0.235 2.501
C 1.122 -0.410 0.731
P -0.638 -0.627 0.490
C -1.011 -2.154 1.402
C -0.502 -3.324 0.834
C -0.646 -4.531 1.486
C -1.300 -4.583 2.709
C -1.822 -3.427 3.266
C -1.676 -2.210 2.623
C -1.415 0.632 1.532
C -0.677 1.625 2.166
C -1.315 2.544 2.978
C -2.687 2.478 3.160
C -3.433 1.530 2.477
C -2.804 0.620 1.653
P 1.802 -0.402 -0.927
C 3.603 -0.504 -0.693
C 4.131 -1.756 -0.377
C 5.495 -1.915 -0.229
C 6.345 -0.837 -0.430
C 5.825 0.398 -0.780
C 4.461 0.565 -0.924
C 1.531 1.359 -1.352
C 1.650 2.369 -0.403
C 1.246 3.656 -0.702
C 0.712 3.940 -1.949
C 0.638 2.951 -2.917
C 1.056 1.665 -2.624
H 1.775 1.275 4.015
H 3.358 3.092 4.646
H 6.417 1.385 2.568
H 5.020 -0.557 1.899
H -0.011 -3.267 -0.134
H -0.250 -5.433 1.044
H -1.411 -5.526 3.224
H -2.342 -3.473 4.214
H -2.079 -1.311 3.069
H 0.393 1.672 2.019
H -0.742 3.315 3.474
H -3.179 3.169 3.829
H -4.506 1.502 2.590
H -3.375 -0.119 1.104
H 3.465 -2.602 -0.257
H 5.903 -2.879 0.040
H 7.413 -0.963 -0.329
H 6.483 1.238 -0.943
H 4.056 1.527 -1.198
H 2.058 2.131 0.570
H 1.337 4.433 0.045
H 0.337 4.929 -2.169
H 0.233 3.180 -3.892
H 1.029 0.886 -3.378
C -0.942 0.349 -5.546
O -0.545 -0.540 -4.520
C 0.203 -1.613 -4.838
S 0.624 -1.978 -6.390
S 0.694 -2.505 -3.492
H -1.346 1.232 -5.050
H -1.702 -0.109 -6.185
H -0.076 0.610 -6.160

## Properties
E_LUMO (alpha / beta): 1.67 / 0.24 eV
Multiplicity: 5
Charge: -1
Expectation value of S²: 6.03
Orbital gap (alpha / beta): 5.8 / 5.1 eV

Formula: C40H30O3
Source: the Open Molecules 2025 dataset
Level of theory: ωB97M-V/def2-TZVPD

Geometry (Å):
O 0.824 1.498 4.660
C 1.076 0.831 3.663
C 2.451 0.219 3.518
C 2.914 -0.539 2.430
C 4.253 -0.912 2.289
C 5.182 -0.509 3.249
C 4.750 0.246 4.350
C 3.409 0.600 4.475
C 0.076 0.673 2.493
C -0.293 -0.864 2.588
O 0.470 -1.725 2.178
C -1.564 -1.415 3.244
C -2.350 -0.804 4.234
C -3.616 -1.302 4.580
C -4.082 -2.494 4.013
C -3.213 -3.243 3.211
C -1.957 -2.724 2.874
C -1.290 1.403 2.542
C -1.591 2.430 3.444
C -2.719 3.237 3.231
C -3.598 2.942 2.189
C -3.416 1.788 1.426
C -2.291 0.996 1.650
C 0.875 1.354 1.397
C 1.334 2.762 1.893
C 2.676 3.163 2.012
C 2.973 4.416 2.550
C 1.962 5.238 3.060
C 0.643 4.870 2.834
C 0.357 3.712 2.112
C 0.222 1.414 0.034
C -0.353 0.251 -0.489
C -0.788 0.212 -1.809
C -0.545 1.317 -2.631
O -0.734 1.182 -4.015
C -1.978 1.490 -4.556
C -2.646 2.662 -4.207
C -4.040 2.666 -4.319
C -4.702 1.536 -4.817
C -3.973 0.482 -5.380
C -2.582 0.506 -5.347
C -0.027 2.503 -2.116
C 0.369 2.537 -0.786
H 2.236 -0.941 1.691
H 4.550 -1.544 1.445
H 6.238 -0.753 3.135
H 5.454 0.554 5.128
H 3.077 1.185 5.329
H -1.961 0.078 4.742
H -4.257 -0.758 5.284
H -5.102 -2.829 4.204
H -3.529 -4.223 2.830
H -1.284 -3.355 2.295
H -0.915 2.655 4.269
H -2.868 4.107 3.876
H -4.441 3.595 1.970
H -4.127 1.481 0.654
H -2.214 0.044 1.118
H 1.817 0.853 1.163
H 3.478 2.490 1.692
H 4.001 4.756 2.615
H 2.192 6.144 3.626
H -0.175 5.483 3.200
H -0.638 3.551 1.696
H -0.465 -0.617 0.160
H -1.278 -0.673 -2.213
H -2.085 3.502 -3.806
H -4.598 3.548 -3.995
H -5.797 1.496 -4.782
H -4.498 -0.360 -5.840
H -1.971 -0.261 -5.813
H 0.088 3.371 -2.761
H 0.787 3.460 -0.391

## Properties
Energy above the lowest of the compared OMol25 structures with the same formula, charge and spin: 0.0 kJ/mol
E_LUMO: -0.37 eV
SMILES string: O=C(c1ccccc1)C(C(=O)c1ccccc1)(c1ccccc1)[C@H](c1ccccc1)c1ccc(Oc2ccccc2)cc1
Charge: 0
Orbital gap: 8.2 eV